Record 1
Molecular formula: CF2NP
Method: DFT, ωB97M-V with the def2-TZVPD basis set

```
5
Properties=species:S:1:pos:R:3:forces:R:3
C 0.4723 0.2085 0.0426 -0.26 -1.25 -0.12
N 1.3103 0.9893 -0.0535 0.38 0.53 -0.13
F -1.9863 1.6173 0.2355 0.28 -0.90 0.04
F -0.5244 -2.2629 -0.5857 0.12 1.88 1.02
P -0.6489 -1.0777 0.5448 -0.52 -0.26 -0.80
```
Positions in Å, forces in eV/Å.

Output
Maximum force (eV Å⁻¹): 2.1
ΔE to the lowest compared entry with this formula, charge and spin (kJ/mol): 451.5
Highest occupied orbital energy (spin up / spin down) (eV): -12.8 / -10.1
Energy (eV): -17246.7563
LUMO energy (spin up / spin down) (hartree): -0.1108 / -0.1492

***

Record 2
Molecular formula: C24H40AsBF6N6Na
Method: DFT, ωB97M-V with the def2-TZVPD basis set

```
79
Properties=species:S:1:pos:R:3:forces:R:3
Na -1.0348 -0.9906 -0.6455 1.97 0.27 0.35
C 4.5139 -0.1573 1.4985 -0.07 -0.01 -0.04
C 3.3666 -0.9262 0.9231 -0.17 0.07 0.00
C 3.3031 -2.2543 0.5875 0.01 -0.20 -0.10
C 1.9977 -2.4562 0.0828 0.11 -0.02 0.12
N 1.3129 -1.3210 0.1196 0.05 -0.24 0.00
N 2.1552 -0.3844 0.6298 -0.16 0.22 0.26
B 1.7438 1.0680 0.8314 0.59 0.07 -1.08
N 1.3333 1.7757 -0.4675 0.92 0.91 0.61
N 0.3395 1.3491 -1.2551 -0.30 0.41 -1.12
C 0.3218 2.1784 -2.3075 0.20 -0.20 0.57
C 1.3286 3.1815 -2.1663 -0.54 -0.24 -0.38
C 1.9440 2.9146 -0.9894 -0.25 -0.97 0.66
C 3.0800 3.6214 -0.3321 -0.01 -0.08 0.04
C -0.6221 2.0411 -3.4662 0.00 0.11 -0.07
C 0.2068 1.8507 -4.7478 -0.12 -0.03 -0.02
C -1.4404 3.3385 -3.5818 -0.05 -0.11 -0.08
C -1.5648 0.8579 -3.2864 0.05 0.08 0.00
N 0.5591 1.2026 1.8202 -1.05 -0.61 -0.25
N -0.6132 0.6298 1.6335 1.10 0.27 0.07
C -1.3429 0.9257 2.7351 -0.65 0.11 0.57
C -0.5942 1.7521 3.6354 -0.01 -0.02 -0.11
C 0.5977 1.9276 3.0337 0.07 0.22 0.48
C 1.7879 2.6857 3.4994 -0.03 -0.03 -0.06
C -2.7289 0.4202 2.9660 0.01 -0.13 -0.12
C -3.2142 -0.4559 1.8150 0.04 0.07 0.01
C -3.6583 1.6379 3.1202 0.01 0.11 0.01
C -2.7265 -0.3895 4.2760 0.09 0.00 0.08
C 1.3892 -3.7495 -0.4177 -0.05 0.01 0.00
C 2.4359 -4.8638 -0.3535 0.00 -0.04 -0.03
C 0.9288 -3.5952 -1.8742 0.07 0.00 0.04
C 0.2022 -4.1434 0.4745 0.08 0.03 0.03
H 5.3582 -0.8300 1.6345 0.01 0.00 0.01
H 4.8297 0.6562 0.8426 -0.02 -0.03 0.00
H 4.2681 0.2789 2.4688 0.00 -0.02 -0.02
H 4.0968 -2.9776 0.6889 -0.06 0.05 -0.03
H 2.6653 1.6693 1.2980 -0.12 -0.08 0.08
H 1.5611 3.9853 -2.8471 -0.04 -0.04 0.02
H 3.3745 4.4676 -0.9490 0.02 0.03 0.01
H 2.8084 3.9928 0.6579 0.02 0.04 -0.04
H 3.9432 2.9650 -0.2090 0.00 0.04 -0.02
H 0.8711 2.6991 -4.9294 -0.03 -0.04 0.03
H 0.8143 0.9452 -4.6843 -0.02 0.03 0.00
H -0.4656 1.7520 -5.6040 0.05 0.01 0.00
H -0.7993 4.2081 -3.7454 -0.02 -0.05 0.02
H -2.1295 3.2568 -4.4263 0.01 0.05 0.03
H -2.0272 3.5080 -2.6762 0.02 0.00 -0.02
H -1.0165 -0.0844 -3.2444 0.00 0.02 0.00
H -2.1623 0.9602 -2.3808 0.02 0.01 -0.05
H -2.2532 0.7927 -4.1301 0.00 -0.01 0.00
H -0.9056 2.1486 4.5883 -0.03 -0.05 -0.10
H 1.5630 3.1419 4.4607 -0.02 0.00 0.01
H 2.6543 2.0329 3.6150 -0.03 -0.01 -0.04
H 2.0642 3.4716 2.7945 -0.02 -0.06 -0.01
H -3.2675 0.1043 0.8830 -0.02 -0.04 0.06
H -2.5622 -1.3193 1.6663 -0.03 0.00 0.01
H -4.2129 -0.8361 2.0328 0.02 0.02 -0.01
H -3.6563 2.2463 2.2134 -0.02 -0.03 0.04
H -4.6775 1.2869 3.2945 0.06 0.00 -0.01
H -3.3646 2.2695 3.9621 -0.02 -0.04 -0.04
H -2.0567 -1.2491 4.2015 -0.04 0.03 0.00
H -2.4151 0.2175 5.1296 -0.03 -0.03 -0.04
H -3.7359 -0.7587 4.4686 0.04 0.03 -0.03
H 3.2998 -4.6354 -0.9833 -0.05 -0.01 0.03
H 2.7858 -5.0236 0.6697 -0.02 0.01 -0.05
H 1.9955 -5.7978 -0.7095 0.03 0.02 0.02
H 1.7669 -3.2961 -2.5081 -0.04 -0.01 0.00
H 0.5326 -4.5428 -2.2467 0.01 0.03 0.02
H 0.1389 -2.8541 -1.9912 -0.01 0.00 0.01
H 0.5415 -4.3172 1.4992 -0.02 -0.01 -0.03
H -0.5643 -3.3687 0.5032 0.01 -0.03 -0.03
H -0.2701 -5.0558 0.1022 0.02 0.05 0.01
F -2.9103 -0.8488 -1.1009 -1.44 0.30 -0.23
As -3.5771 -2.2920 -1.9154 -0.08 0.12 -0.17
F -2.6751 -3.2075 -0.7391 0.10 -0.15 0.23
F -4.9142 -2.2218 -0.8437 -0.17 -0.04 0.11
F -4.1487 -3.6978 -2.6931 -0.02 -0.15 -0.01
F -4.3475 -1.2465 -3.0328 -0.12 0.05 -0.13
F -2.1256 -2.2668 -2.8763 0.18 -0.05 -0.13
```
Positions in Å, forces in eV/Å.

Output
Maximum force (eV Å⁻¹): 2.0
2S+1: 2
ΔE to the lowest compared entry with this formula, charge and spin (kJ/mol): 46.7
Highest occupied orbital energy (spin up / spin down) (eV): -8.8 / -8.7
Energy (eV): -116721.1254
LUMO energy (spin up / spin down) (hartree): -0.0008 / -0.1544

***

Record 3
Molecular formula: C26H46BaBrN2O6P
Method: DFT, ωB97M-V with the def2-TZVPD basis set

```
83
Properties=species:S:1:pos:R:3:forces:R:3
Ba -1.4005 -0.1598 -0.0669 0.82 -0.29 0.16
C -4.1986 2.3400 0.6304 -0.02 0.00 -0.07
C -3.1707 2.8839 -0.3461 -0.06 -0.01 0.05
O -1.8226 2.6762 0.0607 -0.05 -0.11 0.03
C -1.3594 3.3725 1.2051 -0.03 0.01 0.02
C -1.4926 2.5791 2.4936 0.02 0.04 0.00
O -0.8255 1.3463 2.3141 -0.07 0.02 0.00
C -0.8419 0.4713 3.4276 -0.06 0.00 0.03
C -2.2065 -0.1413 3.6857 0.04 0.00 0.02
O -2.6255 -0.8603 2.5360 0.06 0.09 -0.04
C -4.0308 -0.9163 2.3366 0.00 0.06 0.04
C -4.6275 0.4371 1.9793 -0.03 -0.06 -0.01
O -3.8124 1.0274 0.9934 -0.04 -0.03 -0.06
H -5.1748 2.3309 0.1331 0.00 0.00 0.00
H -4.2785 2.9615 1.5322 0.02 0.00 0.02
H -3.3659 3.9504 -0.5027 0.04 0.00 -0.03
H -3.2669 2.3597 -1.2978 -0.01 -0.01 -0.01
H -1.8787 4.3311 1.3168 0.00 0.00 -0.03
H -0.3022 3.5688 1.0254 0.03 0.00 0.00
H -2.5422 2.4221 2.7559 -0.02 0.00 -0.01
H -1.0205 3.1524 3.3026 0.00 -0.01 0.01
H -0.5169 0.9927 4.3360 0.05 0.00 -0.02
H -0.1128 -0.3068 3.1942 -0.01 0.00 0.00
H -2.9298 0.6380 3.9372 -0.01 0.00 0.01
H -2.1360 -0.8164 4.5459 -0.01 -0.01 0.00
H -4.5394 -1.3086 3.2242 0.01 -0.05 -0.01
H -4.1767 -1.6165 1.5145 0.00 0.00 -0.01
H -4.6924 1.0998 2.8524 0.02 0.02 0.01
H -5.6488 0.2843 1.6103 0.00 0.01 -0.01
Br -2.3446 -4.3612 0.8106 0.01 -0.01 0.00
C -3.4995 -3.7284 -0.5650 -0.01 0.03 0.02
C -4.4464 -4.5785 -1.1072 0.00 0.00 -0.01
C -5.2897 -4.0412 -2.0697 0.00 -0.03 0.00
C -5.1574 -2.7111 -2.4309 0.01 0.02 0.01
C -4.1485 -1.9612 -1.8465 0.01 0.05 0.05
N -3.3274 -2.4733 -0.9187 0.04 0.10 0.03
C -3.9333 -0.4832 -2.1847 -0.10 0.09 -0.02
O -4.9436 0.1994 -2.3605 0.06 -0.08 0.00
O -2.7191 -0.1240 -2.1952 -0.28 0.15 -0.21
H -4.5186 -5.6069 -0.7866 0.00 0.01 0.00
H -6.0489 -4.6640 -2.5257 0.00 0.01 0.00
H -5.8110 -2.2369 -3.1487 0.00 0.00 0.00
C 2.4149 -0.7553 -3.3466 -0.01 0.04 -0.01
C 2.7575 0.4331 -2.4345 -0.03 -0.04 0.02
C 4.1215 0.9882 -2.8522 -0.01 -0.01 -0.02
C 1.6782 1.4901 -2.7187 0.00 -0.02 -0.02
P 2.5595 -0.1283 -0.6223 -0.02 0.03 0.10
N 1.0858 -0.2602 -0.1993 -0.42 -0.06 -0.04
C 3.4954 -1.7802 -0.4341 -0.01 0.03 0.00
C 3.6881 -2.0505 1.0660 0.02 -0.04 -0.02
C 4.8530 -1.9115 -1.1288 0.00 -0.01 -0.01
C 2.5634 -2.8971 -0.9306 -0.01 -0.02 0.02
C 3.4605 1.1585 0.4661 -0.03 0.00 -0.02
C 2.9609 2.5568 0.0677 -0.01 -0.02 0.02
C 2.9623 0.9556 1.9058 -0.03 0.04 0.05
C 4.9911 1.1654 0.4554 0.00 -0.02 0.04
H 2.3040 -0.3892 -4.3716 0.00 0.01 0.00
H 1.4712 -1.2145 -3.0479 0.00 0.01 -0.02
H 3.1915 -1.5183 -3.3584 -0.03 0.03 -0.01
H 4.1045 1.1940 -3.9281 0.00 -0.01 0.01
H 4.9352 0.2889 -2.6673 0.02 -0.02 0.00
H 4.3587 1.9253 -2.3519 0.01 0.01 0.00
H 1.6345 1.6653 -3.7978 0.01 0.01 -0.01
H 1.8710 2.4459 -2.2371 -0.01 -0.04 -0.01
H 0.7032 1.1292 -2.3902 0.01 0.01 -0.01
H 4.4447 -1.4116 1.5202 -0.02 -0.05 -0.03
H 4.0185 -3.0859 1.1941 0.00 0.00 0.00
H 2.7463 -1.9243 1.6030 0.02 -0.01 -0.01
H 5.5580 -1.1394 -0.8242 0.02 0.02 0.00
H 4.7682 -1.8861 -2.2147 0.02 0.01 0.04
H 5.2933 -2.8793 -0.8645 0.00 0.01 0.00
H 1.5716 -2.7738 -0.4941 0.00 0.00 0.00
H 2.9726 -3.8623 -0.6156 0.01 0.00 0.00
H 2.4590 -2.9222 -2.0121 0.01 0.00 0.02
H 1.8700 2.5682 0.0016 0.04 0.00 0.00
H 3.3747 2.9051 -0.8768 0.00 0.00 0.01
H 3.2671 3.2717 0.8386 0.00 -0.01 0.00
H 1.8710 0.9223 1.9117 0.03 0.01 0.00
H 3.3026 1.8003 2.5148 0.00 0.00 0.00
H 3.3358 0.0451 2.3674 -0.01 0.06 0.00
H 5.4043 1.2972 -0.5426 0.02 0.00 -0.03
H 5.4140 0.2544 0.8791 -0.01 0.03 -0.02
H 5.3473 2.0002 1.0695 0.00 -0.01 0.00
```
Positions in Å, forces in eV/Å.

Output
Maximum force (eV Å⁻¹): 0.9
ΔE to the lowest compared entry with this formula, charge and spin (kJ/mol): 29.1
Highest occupied orbital energy (eV): -6.6
Energy (eV): -123000.2717
LUMO energy (hartree): 0.0023

***

Record 4
Molecular formula: C21H26N2O3S2
Method: DFT, ωB97M-V with the def2-TZVPD basis set

```
54
Properties=species:S:1:pos:R:3:forces:R:3
C -5.3906 0.9017 -0.0371 0.58 0.41 -0.45
C -4.7137 1.7454 -1.2089 -1.10 -0.38 1.56
O -4.4039 0.8285 -2.2632 1.14 0.61 0.66
C -3.0222 0.8421 -2.6244 0.50 -0.32 -1.19
C -2.5126 -0.5767 -3.1164 0.30 0.61 -0.24
N -3.3356 -1.7030 -2.5709 1.87 -0.67 0.71
C -2.4963 -2.8652 -2.5647 -0.39 -0.40 0.12
O -1.8802 -3.2577 -3.5195 -0.25 0.59 0.40
O -2.4145 -3.5671 -1.3377 0.00 1.08 -0.80
C -1.0372 -3.6290 -0.9177 0.64 -0.09 0.71
C -0.4849 -2.1796 -0.5664 0.98 -0.61 0.53
C 0.9127 -1.8611 -1.2872 -1.05 -0.21 -0.39
S 2.2394 -2.1657 -0.0376 0.13 0.55 0.20
C 3.4733 -0.8121 -0.0858 1.41 0.38 -1.75
S 4.7712 -1.0015 -1.0912 -1.23 0.06 1.10
N 3.4156 0.4293 0.6729 -1.36 -1.48 0.64
C 3.8070 0.2868 2.0624 1.29 0.79 3.17
C 3.6548 -0.8970 2.8919 0.52 0.81 0.89
C 4.0711 -0.9246 4.3120 0.35 2.90 -1.98
C 4.6544 0.2996 4.8779 -0.58 -0.66 -1.15
C 4.8480 1.5141 4.0831 -1.32 -2.20 -1.51
C 4.4180 1.4787 2.6937 -0.22 -1.07 0.60
C 2.1739 1.1668 0.4931 -2.20 2.52 -0.58
C 0.8302 0.7067 0.8240 0.11 1.67 -0.60
C -0.3327 1.5966 0.6167 2.27 0.35 -0.32
C -0.1560 2.9543 0.1023 1.42 -1.11 0.09
C 1.1813 3.4374 -0.2536 -0.17 -2.42 1.08
C 2.3060 2.5368 -0.0464 -1.03 -0.42 0.21
H -5.9940 1.5950 0.6087 0.44 -0.85 -0.52
H -6.0070 0.0862 -0.4942 0.29 0.89 0.46
H -4.5990 0.4046 0.5904 -0.73 0.50 -0.54
H -5.4412 2.5425 -1.5274 0.71 -0.83 -0.11
H -3.8242 2.2692 -0.7703 -0.50 -0.48 -0.70
H -2.3289 1.1703 -1.8024 -0.93 -0.15 -0.44
H -2.9000 1.5438 -3.4982 0.13 -0.47 0.89
H -1.4567 -0.6847 -2.7314 -0.90 0.25 -0.53
H -2.4343 -0.6247 -4.2328 -0.41 -0.11 1.06
H -3.5888 -1.4618 -1.6092 -0.17 -0.26 -0.37
H -0.3828 -4.1719 -1.6586 -0.82 0.76 0.43
H -1.0054 -4.2601 0.0152 -0.37 0.66 -0.98
H -0.2715 -2.2039 0.5423 -0.35 0.22 -1.13
H -1.2365 -1.3647 -0.7161 0.56 -0.82 -0.12
H 1.0636 -2.6100 -2.1172 -0.06 0.93 0.79
H 0.9169 -0.8311 -1.7246 0.27 -0.85 0.58
H 3.2002 -1.8248 2.4794 0.39 0.87 0.26
H 3.9114 -1.8419 4.9180 0.22 0.91 -0.54
H 4.9314 0.2575 5.9547 -0.13 0.25 -0.98
H 5.2949 2.4596 4.4637 -0.42 -1.07 -0.11
H 4.5418 2.3989 2.0640 -0.13 -1.07 0.65
H 0.6765 -0.3239 1.2340 0.19 1.23 -0.39
H -1.3283 1.1780 0.9002 0.89 0.66 -0.34
H -1.0284 3.6333 -0.0306 0.74 -0.72 0.16
H 1.3846 4.4638 -0.6510 -0.43 -1.15 0.45
H 3.3288 2.9165 -0.3081 -1.06 -0.61 0.32
```
Positions in Å, forces in eV/Å.

Output
Maximum force (eV Å⁻¹): 3.5
ΔE to the lowest compared entry with this formula, charge and spin (kJ/mol): 566.6
Highest occupied orbital energy (eV): -8.5
Energy (eV): -52987.0341
SMILES string: CCOCCNC(=O)OCCCSC(=S)N(c1ccccc1)c1ccccc1
LUMO energy (hartree): -0.0362

***

Record 5
Molecular formula: C6H20AgN10O8
Method: DFT, ωB97M-V with the def2-TZVPD basis set

```
45
Properties=species:S:1:pos:R:3:forces:R:3
Ag 0.5982 0.7833 0.2151 0.56 1.25 0.98
C 1.4040 3.1580 1.5515 0.90 1.32 3.14
O 1.7706 4.0844 2.2602 1.21 1.72 0.63
O 1.9108 2.0284 1.5586 3.79 -4.02 0.54
O 0.3716 3.1145 0.9376 -5.57 1.15 -3.81
C -2.7515 0.6179 0.9916 2.00 0.66 -0.95
O -1.5621 0.5483 0.7776 -0.26 -1.01 0.38
N -3.5402 -0.3108 1.4125 -0.56 -5.15 2.27
N -3.4327 1.6820 0.7359 -2.23 4.71 -1.14
H -4.5326 -0.3149 1.6002 0.44 0.26 -0.38
H -3.0043 -1.1498 1.5830 -0.58 -0.50 0.29
H -2.9789 2.3922 0.1793 -0.27 0.21 0.63
H -4.2725 1.8093 1.2823 0.14 0.65 -0.65
C 3.2690 -0.7067 -1.2546 -2.60 1.78 0.48
O 2.2792 -0.0299 -1.0015 1.07 -0.72 -1.22
N 3.3287 -1.6904 -2.1201 -0.47 -1.88 -1.70
N 4.4128 -0.4338 -0.7020 4.18 1.81 2.57
H 4.2153 -2.1707 -2.1784 -0.76 -0.42 -0.45
H 2.4270 -2.0034 -2.4506 0.40 -0.48 -0.11
H 5.2876 -0.9367 -0.7443 -0.51 -0.15 -0.30
H 4.4638 0.4351 -0.1896 -0.24 -0.21 0.09
C 1.1783 -1.0840 2.9249 -2.18 -1.08 -3.93
O 0.8556 -0.8782 1.7466 0.38 -1.62 1.06
N 1.7838 -0.2242 3.6396 2.47 3.61 2.52
N 0.9088 -2.2084 3.5720 -0.44 -2.01 0.89
H 1.9806 0.6449 3.1643 0.06 0.61 0.19
H 1.8256 -0.3333 4.6429 0.22 0.46 -0.38
H 1.1284 -2.1776 4.5573 -0.42 -0.96 -0.28
H 0.4143 -2.9444 3.0885 0.04 0.12 0.57
C -0.8379 2.0456 -2.6692 4.08 -1.39 4.09
O -0.1651 1.7629 -1.6321 -1.95 0.32 -3.92
N -1.5690 3.1208 -2.6317 -2.99 3.19 -0.49
N -0.7468 1.4744 -3.8744 0.01 -0.97 -1.51
H -1.7406 3.6206 -1.7710 0.44 -0.33 -0.14
H -2.0124 3.4750 -3.4672 -0.03 -0.01 0.32
H -0.1641 0.6687 -4.0516 -0.19 0.21 0.42
H -1.3733 1.7899 -4.6010 0.25 -0.35 0.10
C -0.9837 -2.0184 -0.9649 1.58 2.02 0.97
O -0.2110 -1.0809 -0.9741 0.28 -0.22 -1.60
N -1.8418 -2.4030 -1.8644 -2.34 -0.43 -3.81
N -1.1211 -2.8324 0.0449 0.35 -2.48 3.88
H -2.1555 -1.8362 -2.6393 0.13 -0.04 0.31
H -2.3901 -3.1950 -1.5608 -0.52 0.16 -0.96
H -1.9329 -3.4333 0.0402 0.27 -0.26 0.68
H -0.4941 -2.8595 0.8363 -0.12 0.46 -0.28
```
Positions in Å, forces in eV/Å.

Output
Maximum force (eV Å⁻¹): 6.8
2S+1: 3
Highest occupied orbital energy (spin up / spin down) (eV): 0.5 / -4.0
Energy (eV): -41826.1808
Charge: -1
LUMO energy (spin up / spin down) (hartree): 0.0984 / 0.0997

***

Record 6
Molecular formula: C5H9N
Method: DFT, ωB97M-V with the def2-TZVPD basis set

```
15
Properties=species:S:1:pos:R:3:forces:R:3
C 0.0467 -0.0255 -1.4713 -0.03 0.04 -0.05
C -0.0880 -0.5646 -0.0476 0.05 0.07 0.03
C 1.3028 -0.8345 0.5514 -0.01 0.05 0.04
C -1.0061 0.3397 0.8265 0.36 0.12 0.05
C -0.8544 1.8157 0.7217 -0.53 0.60 -0.27
N -1.0748 2.9409 0.5503 0.74 -1.11 0.29
H -0.9335 0.1610 -1.9218 0.12 -0.01 0.02
H 0.5866 -0.7373 -2.1064 -0.11 0.10 0.12
H 0.6072 0.9175 -1.4782 -0.12 -0.13 0.02
H -0.6016 -1.5373 -0.0929 0.01 0.25 0.03
H 1.9236 0.0691 0.5867 -0.19 -0.05 0.01
H 1.8385 -1.5630 -0.0722 -0.16 0.17 0.09
H 1.2565 -1.2566 1.5620 -0.10 0.13 -0.13
H -0.9547 0.0144 1.8737 0.03 0.26 -0.18
H -2.0487 0.2604 0.5181 -0.06 -0.50 -0.08
```
Positions in Å, forces in eV/Å.

Output
Maximum force (eV Å⁻¹): 1.4
ΔE to the lowest compared entry with this formula, charge and spin (kJ/mol): 23.2
Highest occupied orbital energy (eV): -11.4
Energy (eV): -6820.7543
SMILES string: CC(C)CC#N
LUMO energy (hartree): 0.0293